DFT (ωB97M-V/def2-TZVPD) results for a structure of composition C30H38N3O2PPt.

Each line ends with the Mulliken spin population.
Element x y z (Å)
1 Pt 0.3461 0.9215 0.3667  1.19
2 C 1.2200 -2.2465 2.1068  0.00
3 C 0.0374 -1.5822 2.8157  0.02
4 C -0.7839 -2.5905 3.6175  0.00
5 P -0.9202 -0.5882 1.6272  0.26
6 C -2.3502 0.1703 2.4656  -0.01
7 C -3.1150 1.0612 1.4844  0.03
8 C -1.9024 0.9444 3.7073  0.01
9 C -1.6611 -1.7362 0.4074  0.12
10 C -2.5887 -2.6879 0.7497  0.08
11 C -3.1445 -3.5791 -0.1912  0.14
12 C -4.1408 -4.6140 0.2221  -0.01
13 C -2.7348 -3.4877 -1.5385  -0.01
14 C -1.8341 -2.5454 -1.9350  0.19
15 C -1.2776 -1.6352 -0.9792  0.10
16 N -0.4593 -0.6702 -1.3428  0.67
17 C 0.2138 -0.4125 -2.4866  0.04
18 C 1.4187 -1.1545 -2.7769  0.09
19 C 1.8678 -2.2321 -1.8441  0.00
20 C 2.0920 -0.8241 -3.9132  0.09
21 C 1.6539 0.2272 -4.7655  0.18
22 C 2.4329 0.5791 -5.9806  0.01
23 C 0.4933 0.9660 -4.4267  0.08
24 C -0.2328 0.6883 -3.3086  0.17
25 C -1.4711 1.4418 -2.9434  -0.02
26 H 1.8483 -2.7568 2.8373  0.00
27 H 1.8432 -1.5267 1.5718  0.00
28 H 0.8707 -2.9997 1.3950  0.00
29 H 0.4264 -0.8192 3.4997  0.00
30 H -1.0689 -3.4418 2.9981  0.00
31 H -1.6827 -2.1570 4.0586  0.00
32 H -0.1768 -2.9798 4.4353  0.00
33 H -2.9999 -0.6568 2.7671  0.00
34 H -2.4660 1.8265 1.0459  -0.01
35 H -3.9140 1.5847 2.0096  0.00
36 H -3.5665 0.4933 0.6697  0.00
37 H -1.2355 1.7672 3.4411  0.00
38 H -1.3942 0.3130 4.4364  0.00
39 H -2.7762 1.3723 4.1985  0.00
40 H -2.9190 -2.7760 1.7776  0.01
41 H -4.4103 -4.5272 1.2719  0.00
42 H -3.7375 -5.6152 0.0507  0.02
43 H -5.0466 -4.5307 -0.3817  0.02
44 H -3.1564 -4.1733 -2.2634  0.01
45 H -1.5348 -2.4603 -2.9729  -0.01
46 H 1.9879 -1.8276 -0.8374  0.00
47 H 2.8190 -2.6468 -2.1689  0.00
48 H 1.1415 -3.0474 -1.7935  0.01
49 H 2.9883 -1.3712 -4.1807  0.00
50 H 2.9179 -0.2928 -6.4174  0.01
51 H 3.2289 1.2795 -5.6975  0.04
52 H 1.8183 1.0740 -6.7296  0.00
53 H 0.1806 1.7723 -5.0789  0.01
54 H -1.5675 2.3385 -3.5506  0.00
55 H -1.4658 1.7363 -1.8928  0.01
56 H -2.3562 0.8215 -3.1082  0.01
57 C 3.7569 2.0077 -1.5189  0.01
58 C 2.4878 1.6018 -0.8555  -0.02
59 O 1.4252 2.2782 -0.9698  0.06
60 O 2.4404 0.5447 -0.1357  0.22
61 H 4.3099 2.6629 -0.8429  0.00
62 H 3.5376 2.5677 -2.4251  0.00
63 H 4.3776 1.1385 -1.7231  0.00
64 N 0.4800 7.1816 2.1067  0.00
65 C 0.8570 6.1104 2.2702  0.00
66 C 1.2955 4.7508 2.4685  0.01
67 C 2.3553 4.4364 3.3096  0.00
68 C 2.7218 3.1095 3.4481  0.01
69 C 2.0269 2.1480 2.7400  0.01
70 N 0.9985 2.4511 1.9345  0.17
71 C 0.6461 3.7304 1.7948  0.00
72 H 2.8778 5.2216 3.8397  0.00
73 H 3.5386 2.8215 4.0939  0.00
74 H 2.2901 1.1000 2.8076  0.01
75 H -0.1786 3.9503 1.1286  -0.01

As for the spin multiplicity: 5. The relative energy (zero: lowest compared OMol25 entry of this formula, charge and spin) comes out at 0.0 kcal/mol. Its total energy is -52812.3340 eV. As for the LUMO energy (spin up / spin down): -5.155 / -8.828 eV. Its HOMO energy (spin up / spin down) is -13.1 / -15.1 eV. Its expectation value of S² is 6.062. Its total charge is +2.

DFT (ωB97M-V/def2-TZVPD) results for a structure of composition C3H8IrO3.

Each line ends with the Mulliken spin population.
Element x y z (Å)
1 O -0.2517 2.4471 -0.6323  0.46
2 C -1.3238 1.5870 -0.3145  0.03
3 C -0.8072 0.2635 0.2407  0.46
4 O -0.0688 -0.3592 -0.8938  0.17
5 C 0.1846 -1.7294 -0.6990  0.00
6 Ir 1.0610 1.1665 -0.1726  2.75
7 H -1.9351 1.4131 -1.2273  0.03
8 H -1.9890 2.0208 0.4601  0.02
9 H -1.6265 -0.4088 0.5361  0.04
10 H -0.7591 -2.2880 -0.8060  0.01
11 H 0.9318 -2.0665 -1.4271  0.01
12 H 0.5311 -1.9224 0.3311  0.01
13 O 2.2677 -0.3245 1.3649  0.04
14 H 2.6190 0.3665 1.9322  0.00
15 H 1.1660 -0.1657 1.3075  -0.02

As for the spin multiplicity: 5. The relative energy (zero: lowest compared OMol25 entry of this formula, charge and spin) comes out at 11.1 kcal/mol. Its total energy is -12206.6297 eV. As for the LUMO energy (spin up / spin down): -4.921 / -7.286 eV. Its HOMO energy (spin up / spin down) is -13.1 / -14.9 eV. Its expectation value of S² is 6.014. Its total charge is +1.

DFT (ωB97M-V/def2-TZVPD) results for the molecule C5H8O.

Each line ends with the Löwdin charge.
Element x y z (Å)
1 C -1.3669 -1.1704 0.4362  0.00
2 C -0.3227 -0.5972 0.9943  -0.22
3 C 1.0380 -0.4794 0.3794  -0.17
4 C 1.0057 0.3887 -0.8906  -0.21
5 O 0.3003 1.5874 -0.5786  -0.18
6 C -0.9904 1.5170 -0.7975  0.06
7 H -1.1721 -1.7778 -0.4255  0.07
8 H -2.3606 -1.1189 0.8637  0.07
9 H -0.5766 -0.0245 1.8671  0.10
10 H 1.4522 -1.4559 0.1039  0.12
11 H 1.7080 -0.0286 1.1149  0.11
12 H 0.4901 -0.1108 -1.7159  0.12
13 H 2.0052 0.6905 -1.2028  0.12
14 H -1.3360 2.4135 -0.2270  0.02

The relative energy (zero: lowest compared OMol25 entry of this formula, charge and spin) comes out at 97.4 kcal/mol. Its total energy is -7358.0336 eV. As for the LUMO energy: 0.972 eV. Its HOMO energy is -8.3 eV.

DFT (ωB97M-V/def2-TZVPD) results for a cluster of 2 separate species, C7H16S in total.

Each line ends with the Löwdin charge.
Element x y z (Å)
1 C 0.1077 -1.9864 0.6438  -0.12
2 C -0.6691 -1.0221 1.1017  -0.38
3 C -0.3783 -3.2754 -0.0696  -0.08
4 C -2.1610 -0.9122 0.8505  -0.05
5 C -0.1405 -0.0107 2.1182  -0.10
6 C 1.9756 2.6273 -0.2138  -0.44
7 C 0.5430 1.1649 -2.1191  -0.37
8 S 0.3112 2.4734 -0.8306  0.71
9 H 1.1095 -1.8715 0.9216  0.08
10 H -0.8310 -3.9948 0.6214  0.08
11 H -1.1257 -3.1010 -0.7212  0.01
12 H 0.4194 -3.8918 -0.5062  0.07
13 H -2.5779 -1.9015 0.6525  0.07
14 H -2.6401 -0.5648 1.8356  0.10
15 H -2.3429 -0.2360 0.0272  0.07
16 H -0.3835 0.9960 1.6465  0.05
17 H -0.6469 0.1566 3.0671  0.06
18 H 0.9608 0.1594 2.3793  0.09
19 H 1.8662 3.3270 0.5808  0.02
20 H 2.3538 1.6857 0.0104  0.01
21 H 2.6780 3.0683 -0.9519  0.05
22 H -0.1883 1.1300 -2.8836  0.01
23 H 1.4825 1.4440 -2.5353  0.01
24 H 0.6530 0.1740 -1.5892  0.04

Its structure (SMILES) is CC=C(C)C.CSC. The relative energy (zero: lowest compared OMol25 entry of this formula, charge and spin) comes out at 39.7 kcal/mol. Its total energy is -18352.0463 eV. As for the LUMO energy: 0.912 eV. Its HOMO energy is -8.3 eV.

DFT (ωB97M-V/def2-TZVPD) results for a structure of composition C24H35BaBrGeN3O7.

Each line ends with the Mulliken spin population.
Element x y z (Å)
1 Ba -0.2479 -0.5615 -0.2043  -0.09
2 C 0.8257 3.6569 -1.6727  0.00
3 C 1.7555 3.3411 -0.5146  0.03
4 C 1.8442 4.5027 0.4651  0.06
5 C 3.1359 2.9519 -1.0043  0.00
6 O 1.2357 2.1568 0.1811  0.14
7 Ge -0.1224 2.1762 1.2535  0.59
8 O 0.1477 0.6155 2.0369  0.12
9 C 0.8418 0.4908 3.3181  0.01
10 C 0.4475 1.6272 4.2492  0.06
11 C 0.3874 -0.8421 3.8789  -0.01
12 C 2.3374 0.4970 3.0491  0.02
13 O -1.4571 1.6457 0.2299  0.08
14 C -2.7690 2.3015 0.1438  -0.03
15 C -3.7477 1.4468 0.9247  0.01
16 C -3.1073 2.3300 -1.3346  0.01
17 C -2.7045 3.7127 0.7084  0.12
18 H 1.1909 4.5308 -2.2179  0.00
19 H 0.7680 2.8125 -2.3628  -0.01
20 H -0.1822 3.8856 -1.3105  0.01
21 H 2.3300 5.3582 -0.0060  0.00
22 H 0.8494 4.8316 0.7907  -0.02
23 H 2.4239 4.2205 1.3482  0.00
24 H 3.6391 3.8325 -1.4103  0.00
25 H 3.7304 2.5596 -0.1765  0.00
26 H 3.0712 2.2019 -1.7934  0.00
27 H -0.6396 1.6904 4.3425  0.00
28 H 0.8668 1.4671 5.2439  0.00
29 H 0.8281 2.5914 3.8912  -0.02
30 H -0.6879 -0.8351 4.0640  0.00
31 H 0.6132 -1.6464 3.1758  0.00
32 H 0.9054 -1.0514 4.8175  0.00
33 H 2.6483 1.4186 2.5499  0.00
34 H 2.8919 0.4072 3.9862  0.00
35 H 2.6108 -0.3422 2.4039  -0.01
36 H -3.8053 0.4372 0.5168  0.00
37 H -3.4355 1.3562 1.9690  0.00
38 H -4.7365 1.9113 0.8986  0.00
39 H -3.0197 1.3317 -1.7650  0.00
40 H -4.1342 2.6742 -1.4769  0.00
41 H -2.4336 2.9925 -1.8809  0.00
42 H -2.4699 3.7042 1.7787  -0.04
43 H -1.9561 4.3128 0.1811  -0.01
44 H -3.6687 4.2109 0.5940  0.00
45 O -2.2504 -1.5938 0.2288  0.00
46 N -2.7802 -2.6695 -0.2732  0.00
47 N -1.9044 -3.3818 -0.8559  0.00
48 O -0.6455 -3.0804 -0.9840  0.00
49 C -2.3583 -4.6208 -1.4674  0.00
50 C -1.5243 -5.1780 -2.4187  0.00
51 C -1.9115 -6.3573 -3.0417  0.00
52 C -3.1129 -6.9660 -2.7100  0.00
53 C -3.9310 -6.3882 -1.7458  0.00
54 C -3.5594 -5.2109 -1.1151  0.00
55 H -0.5950 -4.6817 -2.6503  0.00
56 H -1.2667 -6.7956 -3.7929  0.00
57 H -3.4097 -7.8879 -3.1938  0.00
58 H -4.8686 -6.8571 -1.4757  0.00
59 H -4.1869 -4.7530 -0.3643  0.00
60 Br 2.1339 -3.4446 1.1954  0.00
61 C 2.9066 -2.2983 -0.1238  0.00
62 C 4.2719 -2.3254 -0.3497  0.00
63 C 4.7590 -1.5084 -1.3583  0.00
64 C 3.8874 -0.7259 -2.1001  0.00
65 C 2.5392 -0.7659 -1.7946  0.00
66 N 2.0698 -1.5332 -0.7884  0.00
67 C 1.5195 0.0408 -2.6305  -0.01
68 O 1.9785 0.8205 -3.4543  0.00
69 O 0.2895 -0.1898 -2.3389  0.00
70 H 4.9166 -2.9653 0.2343  0.00
71 H 5.8208 -1.4994 -1.5747  0.00
72 H 4.2112 -0.0962 -2.9161  0.00

As for the spin multiplicity: 2. Its total energy is -171511.2667 eV. As for the LUMO energy (spin up / spin down): 0.314 / -2.192 eV. Its HOMO energy (spin up / spin down) is -7.7 / -7.7 eV. Its expectation value of S² is 0.753.

DFT (ωB97M-V/def2-TZVPD) results for the molecule C20H26N2O5.

Each line ends with the Löwdin charge.
Element x y z (Å)
1 C -1.1835 -2.8218 0.1018  -0.07
2 H -1.7111 -3.3810 0.8715  0.08
3 H -0.3414 -3.4148 -0.2459  0.08
4 H -0.8040 -1.9051 0.5461  0.05
5 C -2.1262 -2.5054 -1.0613  -0.19
6 C -3.2613 -1.6453 -0.5884  -0.14
7 C -4.4221 -2.2514 -0.2430  0.06
8 C -5.5690 -1.5480 0.2800  -0.45
9 O -6.6155 -2.0488 0.6094  0.11
10 O -5.4291 -0.1920 0.4106  0.13
11 C -4.2969 0.4553 0.0662  -0.17
12 C -4.3247 1.8354 0.2476  0.04
13 C -3.2230 2.6010 -0.0706  -0.25
14 C -2.0894 1.9678 -0.5768  0.03
15 C -2.0429 0.5993 -0.7673  -0.18
16 C -3.1622 -0.2100 -0.4398  -0.01
17 O -0.9360 -0.0288 -1.2604  -0.07
18 C 0.1528 0.7467 -1.7062  -0.08
19 C 0.9432 1.4330 -0.5848  -0.50
20 O 1.5867 2.4421 -0.7823  0.06
21 N 0.8307 0.8165 0.6036  0.09
22 H 0.3756 -0.0843 0.6256  0.13
23 C 1.6508 1.1630 1.7373  -0.15
24 C 2.6879 0.0665 2.0128  -0.18
25 N 3.3398 -0.3596 0.7891  -0.18
26 C 4.2555 0.6356 0.2493  -0.16
27 C 4.8030 0.1354 -1.0863  -0.19
28 H 5.5414 0.8330 -1.4831  0.13
29 O 5.4587 -1.1041 -0.9526  -0.13
30 C 4.5868 -2.0630 -0.4084  -0.20
31 C 4.0463 -1.6193 0.9512  -0.17
32 H 3.3522 -2.3739 1.3291  0.12
33 H 4.8874 -1.5246 1.6603  0.13
34 H 5.1627 -2.9850 -0.3119  0.13
35 H 3.7398 -2.2294 -1.0923  0.12
36 H 3.9699 0.0426 -1.7996  0.12
37 H 3.7216 1.5692 0.0755  0.11
38 H 5.0943 0.8212 0.9430  0.13
39 H 3.4033 0.4316 2.7699  0.13
40 H 2.1743 -0.8065 2.4275  0.12
41 H 2.1305 2.1138 1.4997  0.12
42 H 1.0210 1.2970 2.6222  0.12
43 H 0.8266 0.0342 -2.1937  0.14
44 H -0.1516 1.4951 -2.4465  0.14
45 H -1.2314 2.5773 -0.8100  0.12
46 C -3.2332 4.0862 0.0988  -0.04
47 H -2.2597 4.4441 0.4255  0.08
48 H -3.4612 4.5635 -0.8544  0.09
49 H -3.9880 4.3896 0.8188  0.08
50 H -5.2257 2.2777 0.6406  0.13
51 H -4.5449 -3.3188 -0.3406  0.13
52 H -2.5328 -3.4413 -1.4485  0.12
53 H -1.5757 -2.0114 -1.8582  0.11

Its structure (SMILES) is CCc1cc(=O)oc2cc(C)cc(OCC(=O)NCCN3CCOCC3)c12. The relative energy (zero: lowest compared OMol25 entry of this formula, charge and spin) comes out at 43.1 kcal/mol. Its total energy is -34379.9266 eV. As for the LUMO energy: 0.113 eV. Its HOMO energy is -8.7 eV.